Record 1
# C4H6OTl

A structure of composition C4H6OTl (ωB97M-V/def2-TZVPD, OMol25).

Results
**2S+1**: 1
**Relative energy (zero: lowest compared OMol25 entry of this formula, charge and spin)**: 0.284 eV
**Net charge**: -1

Geometry as XYZ:
```
12
Properties=species:S:1:pos:R:3:mulliken_charge:R:1
C -0.56368 1.26263 2.42383 -0.803
H -1.02826 -1.72162 -1.52040 0.152
H 0.97452 0.19982 3.39633 0.277
Tl 1.59331 0.24211 -0.69433 0.390
H -1.20027 1.22413 3.30968 0.237
C -0.70208 -1.42522 -2.53118 -0.618
C 0.39850 -0.66031 -2.72993 -0.592
C 0.67797 0.70639 2.45337 0.092
H -0.93773 1.76884 1.52706 0.176
O 1.57835 0.72867 1.51546 -0.675
H -1.35715 -1.81527 -3.33185 0.247
H 0.56652 -0.51018 -3.81805 0.118
```



Record 2
# C4H12NO

A cluster of 2 separate species, C4H12NO in total (ωB97M-V/def2-TZVPD, OMol25).

Results
**2S+1**: 1
**Relative energy (zero: lowest compared OMol25 entry of this formula, charge and spin)**: 6.340 eV
**Net charge**: +1

Geometry as XYZ:
```
18
Properties=species:S:1:pos:R:3:nbo_charge:R:1
H 2.16980 0.47220 -1.53618 0.251
H -1.87647 -1.39405 0.66464 0.218
H -1.98589 1.14676 0.87445 0.206
C 1.56800 0.06765 -0.72013 -0.376
H -1.20477 -0.69637 -0.79375 0.163
H 2.75140 1.08717 0.83639 0.220
H 1.57325 -0.02144 1.43890 0.218
H 1.37170 -1.00870 -0.91575 0.395
C -2.64391 0.61042 0.18974 -0.626
H -3.54997 0.49374 0.77981 0.235
O 3.42984 -0.79729 0.56504 -0.638
H 0.15167 1.47838 -1.16840 0.383
N 0.44007 0.80062 -0.43780 -0.027
H -2.86230 1.17833 -0.71810 0.211
C -2.15018 -0.78090 -0.19480 -0.561
C 2.35468 0.08535 0.67292 -0.015
H 3.33361 -1.43225 1.29519 0.506
H -2.87056 -1.28961 -0.83216 0.238
```



Record 3
# C35H56ClN2O23

A cluster of 8 separate species, C35H56ClN2O23 in total (ωB97M-V/def2-TZVPD, OMol25).

Results
**2S+1**: 1
**Net charge**: +1

Geometry as XYZ:
```
117
Properties=species:S:1:pos:R:3:mulliken_charge:R:1
C -2.18993 -2.60948 -7.05563 0.708
H -4.98364 0.77625 4.26861 0.318
C 2.15065 2.60443 -6.19543 -0.478
O 4.28660 3.89602 4.66540 -0.435
H 3.07298 2.43274 -5.63804 0.325
H 2.20466 -2.10422 -3.35346 0.252
H 5.33307 -6.65776 -3.73415 0.228
O 1.33178 5.49638 -7.96022 -0.332
O 2.62429 -5.00099 -0.95493 -0.250
H 2.12842 -2.31595 -5.10672 0.228
C 2.52235 3.84780 2.65030 0.135
H -0.44061 0.42793 7.48857 0.190
H -5.03645 -2.90400 6.37466 0.298
H -0.40461 -1.59588 -5.40751 0.225
H -3.79600 1.91369 4.92725 0.148
H 3.81217 -6.10478 -4.45297 0.286
C 1.60065 -4.06099 -0.62459 -0.891
C -3.56128 -4.22845 -8.01095 -0.622
H 3.30338 -1.17733 -4.42904 0.374
H -1.55220 -0.31598 -5.92726 0.306
O 2.21987 0.46439 -2.62016 -0.602
C -0.67431 1.18706 2.23798 0.013
C 1.61625 2.56182 2.77706 -0.488
C 3.98502 3.87245 3.28549 0.329
H -4.87324 0.98023 6.02383 0.348
H 1.96832 -3.03883 -0.73149 0.349
C 1.40219 0.40249 -3.50700 0.642
O 2.66926 -4.13809 -3.05921 -0.593
C 4.57806 -5.87132 -3.71015 -0.683
H 5.06276 -4.91992 -3.94030 0.316
H 1.59613 0.12725 1.35617 0.307
C -4.79809 1.49846 5.06514 -0.578
H -3.33412 -4.97468 -7.24627 0.288
C -4.11966 -3.43538 6.10966 -0.681
O -1.15713 -1.79715 -7.33512 -0.313
N -0.29050 3.69038 1.36783 0.355
Cl 0.22552 -1.96492 1.00272 -0.276
H 6.59052 -6.81999 4.77616 0.294
O 2.21939 3.91047 -6.76492 -0.357
H -3.70108 -4.74161 -8.96308 0.225
H -5.72798 6.04087 6.54218 0.287
H -0.91226 -0.80960 8.66430 0.309
H 0.09326 -0.36705 -6.57748 0.224
H -1.64471 1.40277 2.83214 -0.196
H 0.51935 7.00128 -9.07930 0.220
H 1.99230 -1.25388 2.61234 0.384
O -2.47518 -3.31620 -8.16261 -0.327
C 1.92913 5.06244 1.89028 -0.821
C -2.95969 3.30029 1.31285 -0.349
H -4.27829 -3.94374 5.15792 0.223
O 6.04318 -5.63783 2.44969 -0.535
H 0.59088 0.32408 3.94882 0.283
C -2.73060 -1.81817 7.04545 0.700
O -3.27958 -1.90546 8.11468 -0.539
C 1.16739 -0.72053 2.00982 -0.315
H -4.48247 -3.69411 -7.76791 0.288
O -6.65207 4.37927 5.69543 -0.322
C -1.78485 4.25365 -0.79796 -0.320
O 4.09315 -6.63962 1.84791 -0.296
O 0.16240 3.56822 -7.67132 -0.533
O 4.01593 -5.84581 -2.39787 -0.270
O 1.31202 -0.56391 -4.43140 -0.098
O 0.41895 1.29489 -3.74031 -0.369
N -4.33145 3.91640 -0.92507 -0.455
H -2.07357 0.47126 8.17340 0.314
H 2.07143 1.69948 3.36129 0.324
C -1.26935 -0.18852 7.83994 -0.675
C -4.19525 3.42772 0.39919 -0.278
H 2.07522 1.84616 -6.97822 0.336
H 0.10238 5.37218 -9.63433 0.293
H -0.43706 3.03652 -3.11215 0.215
H -1.01462 0.89182 1.18246 0.385
C 5.61681 -6.36503 4.97090 -0.629
C 0.19411 2.52056 2.11090 0.932
O 4.68997 -6.69801 3.93915 -0.326
H 0.71468 -4.22063 -1.24439 0.388
C 5.04441 -6.26124 2.71735 0.695
C 0.25380 5.99587 -8.75061 -0.611
H 1.31896 2.96263 -2.88750 0.389
H 0.08988 5.81008 0.71154 0.442
C -3.12967 4.34802 -1.54594 -0.357
H 1.31062 2.52997 -5.50288 0.113
H 1.32515 -4.22096 0.41720 0.317
O -1.70305 -1.00025 6.74873 -0.194
H -0.66242 6.05660 -8.15883 0.287
H -0.68501 -0.84153 3.34666 0.435
C 0.05417 -0.02831 2.98525 -1.065
O -4.83169 3.53878 6.76532 -0.544
H 5.26246 -6.69189 0.12538 0.333
H -6.80382 5.10810 7.63886 0.296
H -3.87543 -4.18502 6.86528 0.301
C -0.74267 -0.97972 -6.24050 -0.427
H 3.54667 4.30953 5.16722 0.371
H 3.51515 -6.59810 -0.10994 0.223
H -0.84637 4.61520 -1.35958 0.421
C -5.67058 3.48673 5.89914 0.739
O 4.94707 3.83118 2.46967 -0.444
C 3.06324 -4.91587 -2.22327 0.696
C 0.39167 2.38679 -2.82817 -0.649
C 2.29938 -1.59159 -4.30954 -0.653
O -3.03728 -2.51939 5.94034 -0.235
H -3.12565 4.77189 -2.61809 0.330
O -5.78438 2.52218 4.96745 -0.317
C 1.13750 4.25472 -7.48496 0.713
C -1.58824 3.74586 0.66856 0.273
H 5.23010 -6.76586 5.90868 0.223
H 0.22023 2.03328 -1.80806 0.344
C 0.52409 4.90646 1.27785 -0.013
H 4.38150 -5.15428 0.41959 0.249
C 4.33921 -6.24071 0.49760 -0.442
H -3.01371 2.90066 2.38592 0.339
H 2.47445 6.06411 1.74113 0.396
H -5.18004 3.06230 0.88089 0.327
C -6.65501 5.46820 6.61862 -0.619
H -7.48743 6.12301 6.35900 0.225
H 5.70979 -5.28109 5.07074 0.283
O -2.76204 -2.69060 -5.99505 -0.546
```



Record 4
# C3H7NOS2

The molecule C3H7NOS2 (ωB97M-V/def2-TZVPD, OMol25).

Results
**2S+1**: 1
**Relative energy (zero: lowest compared OMol25 entry of this formula, charge and spin)**: 2.642 eV
**Net charge**: 0
**SMILES string**: COCS/C=N/S

Geometry as XYZ:
```
14
Properties=species:S:1:pos:R:3:nbo_charge:R:1
N 2.02970 1.11998 -0.27762 -0.534
H 0.16041 -1.92504 -0.11753 0.190
H 0.16872 2.13760 -0.11971 0.175
H -2.33662 -0.28035 -1.08617 0.196
H -0.67278 -2.35897 1.54561 0.206
H 3.87427 1.63062 0.86012 0.115
H -1.44310 -2.59712 -0.07577 0.168
C -1.46029 0.08974 -0.48194 -0.242
C 0.79676 1.31535 -0.46218 -0.091
S -0.03804 0.24657 -1.53937 0.254
S 2.73910 2.28944 0.72799 0.170
H -1.81633 1.04580 -0.16841 0.204
O -1.23938 -0.68168 0.71452 -0.545
C -0.76242 -2.03193 0.48045 -0.264
```



Record 5
# C24H66ClN6O10

A cluster of 7 separate species, C24H66ClN6O10 in total (ωB97M-V/def2-TZVPD, OMol25).

Results
**2S+1**: 1
**Relative energy (zero: lowest compared OMol25 entry of this formula, charge and spin)**: 6.462 eV
**Net charge**: -1

Geometry as XYZ:
```
107
Properties=species:S:1:pos:R:3:mulliken_charge:R:1
H 5.38120 21.97573 -19.71009 0.177
H 18.14225 13.55893 -11.82090 0.351
H 18.68321 21.30569 -6.64384 0.320
O 16.50576 29.38445 -18.84125 -0.301
H 4.44742 18.94736 -20.15318 0.404
H 9.34823 26.96355 -16.86081 0.420
H 19.81457 30.97634 -19.59747 0.412
O 5.68543 25.62710 -19.17213 -0.280
C 19.02138 14.67389 -13.99846 -0.889
H 8.72979 28.18048 -18.04388 0.403
N 18.83603 17.13866 -14.08758 -0.760
N 17.30762 23.08974 -9.03166 -0.720
H 15.91247 21.02287 -7.87310 0.368
H 7.92235 18.40135 -11.56619 0.409
N 7.86136 25.00408 -17.35822 -0.552
C 18.57773 22.11763 -7.36337 -1.274
H 7.48653 25.91877 -20.09869 0.344
C 7.71279 21.85620 -11.25559 -0.781
O 18.26862 13.45793 -13.87589 -0.305
H 17.91639 23.43854 -9.75818 0.275
H 17.07499 27.54520 -19.61271 0.276
H 15.80069 29.86803 -20.79212 0.355
H 17.52241 17.57490 -8.45128 0.243
H 8.18719 24.59070 -18.22022 0.179
H 4.67204 27.01522 -20.40731 0.374
H 6.82587 26.72763 -17.26670 0.165
O 13.18854 23.53860 -13.58933 -0.703
H 16.43803 22.99831 -9.53717 0.253
H 18.58674 32.31988 -19.64392 0.360
H 8.86922 22.59673 -22.19519 0.351
H 6.76884 19.57718 -19.37213 0.271
H 18.55316 29.46278 -20.72295 0.200
O 8.11236 21.64842 -20.39632 -0.266
C 16.46607 30.20866 -19.99880 -0.674
H 18.41043 21.28937 -9.45864 0.279
H 19.31074 12.27927 -12.48553 0.252
H 19.01104 31.21584 -21.97507 0.273
H 8.31613 19.38947 -10.29928 0.364
H 8.27093 24.37507 -11.74699 0.297
N 7.58448 20.64283 -13.37768 -0.670
N 5.53262 21.19442 -19.08821 -0.526
H 15.80607 18.07242 -8.66796 0.345
H 6.57592 24.82532 -11.68454 0.251
H 19.88325 14.49542 -14.64144 0.293
O 17.40089 19.50385 -8.03725 -0.299
C 18.37676 12.83011 -12.59674 -0.738
H 5.74941 18.54533 -21.21844 0.366
H 8.79539 25.11362 -16.98984 0.300
H 18.86600 17.27771 -13.08764 0.250
C 18.75837 31.24355 -19.63145 -1.524
H 16.90441 16.09655 -16.29146 0.353
C 17.95810 30.36046 -20.55508 0.681
C 16.39956 27.97122 -18.87080 -0.685
H 16.59596 27.46821 -17.92396 0.263
C 7.61574 26.30384 -17.88686 0.466
C 5.19322 19.39057 -20.81307 -1.408
C 16.74178 18.27149 -8.14553 -0.799
O 13.30503 22.75559 -15.72356 -0.643
O 6.92861 22.84988 -11.91417 -0.300
C 8.26876 19.41933 -11.38784 -1.416
H 18.02542 22.75025 -6.66849 0.372
N 18.02031 31.12037 -21.80356 -0.754
H 19.47273 22.71642 -7.53224 0.295
H 9.56260 26.72850 -18.58938 0.371
H 3.77528 25.61217 -20.16486 0.318
H 6.42178 21.76841 -21.50727 0.327
H 16.52399 18.05779 -7.09911 0.277
H 18.08150 17.76968 -14.31689 0.294
C 4.80641 25.93893 -20.29946 -0.920
H 9.69601 21.19198 -21.53866 0.334
H 7.47939 20.27671 -21.79572 0.388
H 15.42436 27.68108 -19.26182 0.280
H 6.28507 20.20889 -11.78215 0.338
H 7.18931 24.03045 -10.27221 0.322
H 18.64570 15.95695 -16.66241 0.373
H 17.74938 14.56955 -16.29273 0.316
H 17.55599 12.14423 -12.80653 0.249
O 13.13587 21.24223 -14.02473 -0.648
H 16.04832 31.15720 -19.66137 0.262
C 7.05313 20.98596 -21.08623 -0.740
H 19.55013 14.92294 -13.07840 0.434
C 9.18928 22.11870 -21.26937 -0.850
C 18.18126 15.79973 -14.45991 0.652
H 4.69446 20.81561 -18.67097 0.216
H 6.83550 27.39264 -19.58767 0.427
C 17.83524 21.75684 -8.65944 0.494
H 8.59380 20.67188 -13.40023 0.292
C 8.88279 27.12195 -17.83363 -1.531
C 17.84200 15.61785 -16.00884 -1.347
H 18.52697 30.90771 -18.62063 0.354
H 8.80049 21.92706 -11.25777 0.385
O 15.13260 22.44000 -14.36309 -0.650
C 6.94390 26.35819 -19.26170 -0.808
H 16.18013 20.63134 -9.41525 0.404
H 9.33379 19.48173 -11.61126 0.383
H 17.24430 15.59901 -13.94037 0.223
C 6.18787 20.21633 -20.03700 0.435
H 7.43663 19.66509 -13.58327 0.280
H 17.56388 30.54882 -22.50006 0.223
C 7.29795 24.07788 -11.35574 -0.755
C 16.74459 20.67238 -8.48370 -0.833
H 9.82534 22.83950 -20.75559 0.236
H 5.17374 25.70096 -21.29772 0.323
C 7.31750 20.52073 -11.94005 0.240
H 4.76402 19.84973 -21.70361 0.286
Cl 13.72204 22.46088 -14.43228 1.642
H 7.44906 21.73556 -10.20488 0.362
```



Record 6
# C11H53IO20

A cluster of 18 separate species, C11H53IO20 in total (ωB97M-V/def2-TZVPD, OMol25).

Results
**2S+1**: 1
**Net charge**: 0

Geometry as XYZ:
```
85
Properties=species:S:1:pos:R:3:mulliken_charge:R:1
H -1.64711 -1.29609 -6.05598 0.324
O 3.83076 2.93912 7.42946 -0.676
O 3.47417 3.62277 -1.88450 -0.608
O -1.41977 3.40657 2.21117 -0.631
O 2.70171 4.63146 1.95125 -0.581
H -5.60211 -2.79497 1.54635 0.291
I -0.53246 -2.71820 -1.16159 0.032
C 1.36068 -0.29873 -1.26612 -0.641
O -1.30399 -1.57425 -6.91285 -0.620
H 2.15497 1.66067 -0.83967 0.308
H -2.00514 3.19010 -2.83347 0.572
H 1.17244 1.60875 -2.29446 0.320
H -3.49146 -0.45303 1.61233 0.245
H 1.05195 -0.96466 2.87292 0.272
C -1.77978 2.27239 -2.28210 -0.459
O -3.47247 0.51494 1.59359 -0.489
C 1.24438 1.23057 -1.26539 -1.158
H 4.35810 2.51483 8.11494 0.300
C -0.93836 2.66688 -1.07691 -0.387
H 6.97218 2.24721 -1.48497 0.313
H -0.21761 -6.41241 1.08182 0.290
H -1.15825 1.66731 -2.95229 -0.003
H 0.58773 -7.13378 -2.67103 0.382
H -0.33603 3.54525 -1.36498 0.451
H 1.94466 -4.07026 -0.50814 0.231
H 2.25914 4.22891 5.10841 0.267
C -4.00786 0.97994 0.35809 -0.981
H -4.72526 -4.00052 1.17314 0.340
H -0.50373 0.82155 -0.04873 -0.393
H -0.68932 -0.26896 -2.05959 -0.208
H 3.66828 -0.33625 -4.60947 0.268
O 2.79208 -4.50393 -0.35667 -0.628
H 2.33977 0.40864 -4.67332 0.270
H -0.53241 -2.11331 -6.71081 0.304
O 1.49616 -6.87370 -2.45452 -0.627
H 2.80634 -5.18881 -1.03778 0.328
H 2.30612 -0.62794 -1.70241 0.385
C -3.11280 1.52177 -2.03275 -1.258
O -5.04360 -5.55845 3.58926 -0.642
H 3.09861 4.25690 2.75143 0.350
H 0.46523 -1.18160 -3.05899 0.580
H -3.92749 2.25158 -1.95715 0.477
O 0.70148 -0.48951 2.11168 -0.545
O -0.62213 -6.33307 0.21183 -0.593
H -1.40510 -6.27807 -2.71529 0.309
H 2.97338 3.08934 7.84744 0.335
O -1.75451 3.09878 0.04542 -0.401
O -1.97518 -2.30190 2.19268 -0.569
O 2.98337 0.05045 -4.05355 -0.529
H 1.79390 4.81976 2.21209 0.266
H 1.01515 3.34330 0.52593 0.350
H -2.17635 0.32705 -0.45434 -0.764
H -3.31453 0.95059 -2.94408 0.202
H 3.86892 5.07614 8.42508 0.354
O 3.30992 5.18121 9.20411 -0.651
C -0.98925 3.06572 1.17003 0.614
H 1.34518 -0.62413 -0.22162 0.415
H -1.64758 -2.04589 1.32244 0.193
H -2.62283 0.85662 -5.94727 0.289
H -5.04613 0.63183 0.24629 0.409
O 3.15824 4.07516 4.80117 -0.631
O -1.90506 1.04712 -5.33216 -0.524
H -4.97249 -4.68518 3.18564 0.387
C 0.36270 2.50710 0.81874 -1.142
O -1.28815 -7.20479 -2.47981 -0.716
H -1.23922 1.47608 -5.88089 0.250
O 6.55181 2.67075 -2.23969 -0.646
O -4.76212 -3.22386 1.74520 -0.721
C -3.17255 0.53929 -0.84307 0.847
H 3.91936 3.70749 -1.03180 0.324
H 2.79056 5.97555 9.04407 0.316
C 0.04648 1.69139 -0.43065 2.084
H 0.82166 1.97108 1.64942 0.249
H -0.62513 -5.38842 0.02131 0.195
H -2.90603 -2.52777 2.06407 0.290
H -4.49954 -5.51480 4.38164 0.321
H -0.21366 -0.30459 2.36232 0.254
C 0.19386 -0.90629 -2.04054 -0.394
H 3.61484 3.65684 5.54436 0.352
H -4.02248 2.06870 0.43865 0.371
H 5.62780 2.79084 -1.99023 0.347
H 3.38716 4.53301 -2.18901 0.265
H -1.20085 -7.19957 -1.51439 0.385
H -3.56596 -0.41552 -1.21789 0.657
H 1.82263 -7.57609 -1.88285 0.289
```



In order of appearance, highest occupied orbital energy = -2.5, -15.4, -12.0, -8.7, -5.5, -9.9 eV.
In order of appearance, maximum force = 2.03, 2.40, 6.19, 3.04, 3.95, 1.85 eV/Å.
In order of appearance, gap between HOMO and LUMO = 6.034, 6.293, 6.608, 9.440, 7.638, 9.687 eV.